Entry 1:
# C3H3BrN2O

A single C3H3BrN2O molecule in a non-equilibrium geometry (ωB97M-V with the def2-TZVPD basis set, the OMol25 dataset).

Cartesian coordinates (Å):
Br (-0.2545, 0.8371, -2.3117)
O (-1.3430, 1.9343, 0.5310)
N (-1.0511, -0.2421, 1.1040)
N (-0.2574, -1.1742, 0.6139)
C (0.4236, 0.6369, -0.4932)
C (0.7218, -0.7518, -0.1642)
C (-0.7621, 0.8994, 0.4597)
H (1.6106, -1.3487, -0.3576)
H (-0.5067, -2.0418, 1.0121)
H (1.4188, 1.2509, -0.3940)

Values from the calculation:
electronic energy: -2874.804266 a.u.
energy above the lowest of the compared OMol25 structures with the same formula, charge and spin: 220.69 kJ/mol
molar mass: 163.0 g/mol
Kohn-Sham gap (alpha / beta): 7.88 / 7.89 eV
LUMO level (alpha / beta): -0.0343 / -0.0343 hartree
HOMO level (alpha / beta): -0.324 / -0.324 Ha

Atom charges from the natural (NBO) analysis, given in e for atoms 1 to 6: 0.0740, -0.5423, -0.4177, -0.2023, -0.4300, -0.0018

=====

Entry 2:
# C32H32F9N4O24

8 unconnected molecules or ions with the total composition C32H32F9N4O24 in a non-equilibrium geometry (ωB97M-V with the def2-TZVPD basis set, the OMol25 dataset).

Cartesian coordinates (Å):
F (8.0498, 3.0911, -2.7495)
F (-6.7188, 5.3094, 2.4693)
F (-1.6432, 0.2015, -2.2195)
F (-5.2403, -1.7846, -1.6852)
F (-4.3456, 9.5175, 5.1320)
F (2.9965, -7.3298, -7.6124)
F (-0.6042, -4.6406, 2.1610)
F (5.3886, 1.7111, 6.6631)
F (1.4345, -1.8477, 2.7151)
O (6.0707, 2.7329, -1.7387)
O (1.0554, -7.6952, -6.5313)
O (-7.3226, 1.5773, 0.1665)
O (3.6039, -3.0817, -4.5995)
O (-3.2043, -4.3247, -2.7601)
O (1.9921, -3.6909, 1.6415)
O (-7.4007, 3.5863, 1.1923)
O (-0.3411, -8.0102, -4.7832)
O (5.5622, 0.4370, 4.8159)
O (3.6536, 1.0351, 3.7825)
O (4.9094, -0.6372, 2.9402)
O (-4.5090, 7.3808, 5.8193)
O (-6.6522, 6.9792, 5.2517)
O (-1.5948, 1.8574, -0.6953)
O (-2.3462, 3.5881, 0.5498)
O (4.6138, 2.3491, -0.0575)
O (-5.9669, 2.0043, 1.9190)
O (-1.8520, -3.1821, -4.1623)
O (1.7110, -7.1330, -4.4426)
O (-2.1360, -3.4573, 1.1674)
O (6.6638, 3.1757, 0.3881)
O (-3.5963, -2.1491, -3.1747)
O (-3.8109, 2.1954, -0.4450)
O (-5.4969, 5.4439, 6.4306)
N (1.1797, -2.9030, -4.4766)
N (0.0216, -2.6200, 0.9447)
N (0.8898, -2.8916, -3.0812)
N (1.2760, -1.7970, -2.4812)
C (-0.0866, -4.0204, -1.1670)
C (5.6819, 2.7161, -0.4325)
C (-4.8550, 8.3056, 4.8064)
C (4.0240, -0.2143, 0.2220)
C (3.7281, 1.7832, 4.9944)
C (-4.2711, -3.9179, -1.8996)
C (-6.9328, 2.3194, 1.0100)
C (-0.9852, -3.5418, 1.4081)
C (0.2974, -2.7914, -0.4825)
C (-2.7958, -3.2150, -3.4324)
C (4.2424, -1.7941, 0.3799)
C (7.8191, 3.3815, -0.4231)
C (-3.6460, 1.1332, -1.3807)
C (7.2209, 3.5581, -1.7874)
C (2.8204, -6.9467, -5.2999)
C (5.1891, 1.7046, 5.3251)
C (-5.6951, 3.1953, 2.6562)
C (4.7251, 0.1972, 3.7693)
C (-4.7684, -2.6790, -2.5827)
C (1.0077, -1.6849, -1.1694)
C (2.4625, -2.8921, -4.5522)
C (0.2630, -4.0265, -2.6184)
C (-6.3540, 8.3157, 4.8567)
C (-2.2479, 0.6708, -1.0961)
C (-5.5492, 6.5006, 5.8885)
C (-6.9625, 3.9764, 2.4791)
C (1.4650, -0.3704, -0.4438)
C (2.9314, 0.0896, -0.8778)
C (1.2400, -2.7993, 1.7499)
C (-2.5653, 2.6416, -0.1326)
C (2.1800, -6.8453, -6.6506)
C (0.7059, -7.6522, -5.2121)
H (3.7799, 0.2686, 1.2055)
H (-5.5188, -2.8581, -3.3561)
H (8.3785, 4.2568, -0.0955)
H (-4.8263, 3.6992, 2.2242)
H (2.9206, 1.2048, -1.0219)
H (-3.7636, 1.5222, -2.3949)
H (-3.8752, -3.7161, -0.9009)
H (-4.3840, 0.3500, -1.2183)
H (5.0188, -2.0921, -0.3768)
H (8.4682, 2.5052, -0.3599)
H (6.9264, 4.5840, -2.0217)
H (-4.4384, 7.9759, 3.8512)
H (-6.7453, 9.0107, 5.6032)
H (-0.5917, -4.8944, -0.7017)
H (-5.4864, 2.9708, 3.7018)
H (3.1003, 1.3099, 5.7528)
H (0.0277, -4.9012, -3.2779)
H (0.7848, 0.4788, -0.7511)
H (4.9921, 0.2450, -0.1112)
H (1.8485, -5.8391, -6.9223)
H (-5.0348, -4.6905, -1.8243)
H (5.7997, 2.4814, 4.8582)
H (3.2646, -2.2954, 0.1293)
H (-7.7374, 3.7495, 3.2153)
H (4.5769, -2.0321, 1.4221)
H (3.3875, 2.8070, 4.8459)
H (3.2673, -0.3595, -1.8504)
H (3.4951, -7.8020, -5.2193)
H (-2.1740, -0.0764, -0.3001)
H (3.3644, -6.0430, -5.0245)
H (-6.8024, 8.5490, 3.8916)
H (1.3977, -0.4638, 0.6682)

Values from the calculation:
electronic energy: -4161.894672 a.u.
net charge: +1
molar mass: 1027.6 g/mol
Kohn-Sham gap: 7.99 eV
LUMO level: -0.1755 hartree
HOMO level: -0.469 Ha

Atom charges from the Mulliken analysis, given in e for atoms 1 to 6: -0.2832, -0.3147, -0.3398, -0.2769, -0.2860, -0.2821

=====

Entry 3:
# C2H2Br2O3

A single C2H2Br2O3 molecule in a non-equilibrium geometry (ωB97M-V with the def2-TZVPD basis set, the OMol25 dataset).

Cartesian coordinates (Å):
Br (-2.7559, 0.4247, 0.4154)
Br (2.4074, -0.5217, -1.3777)
O (2.1210, -0.3267, 0.3658)
O (-0.3958, -0.9168, -0.0955)
O (-0.0841, 1.0510, 0.2362)
C (-1.0276, 0.2818, -0.4564)
C (0.3950, -0.1391, 0.6842)
H (0.4898, -0.3284, 1.7513)
H (-1.1499, 0.4754, -1.5233)

Values from the calculation:
electronic energy: -5450.919458 a.u.
energy above the lowest of the compared OMol25 structures with the same formula, charge and spin: 90.23 kJ/mol
molar mass: 233.8 g/mol
expectation value of S²: 2.010
Kohn-Sham gap (alpha / beta): 6.98 / 7.49 eV
LUMO level (alpha / beta): 0.0182 / -0.0914 hartree
spin multiplicity: 3
HOMO level (alpha / beta): -0.238 / -0.367 Ha

Atom charges from the natural (NBO) analysis, given in e for atoms 1 to 6: 0.0004, 0.2472, -0.6125, -0.4795, -0.4809, 0.3130